# 1
160
Properties=species:S:1:pos:R:3:mulliken_charge:R:1 method="wB97M-V/def2-TZVPD" charge=0 energy_ev=-80129.7742 gap_ev=8.88 de_lowest_kcal_mol=0.0
O 12.416 16.304 24.572 -0.6657
O 11.442 14.866 17.832 -0.3952
O 14.960 14.210 21.254 -0.2106
O 16.452 17.260 17.724 0.0702
O 22.617 15.844 17.384 -0.3691
O 19.189 16.735 24.860 -0.3968
O 18.200 21.798 20.739 -0.5946
O 14.964 12.845 26.530 -0.3954
O 19.181 19.107 21.265 -0.3088
O 12.251 16.404 21.523 -0.1471
O 16.142 12.445 15.133 -0.3154
O 15.383 20.632 14.828 -0.3945
O 15.785 21.146 21.763 -0.2635
O 13.084 24.616 10.466 -0.2845
N 22.857 13.638 15.653 -0.7502
N 10.187 14.873 20.383 -0.8438
N 14.417 21.579 12.223 -0.3410
N 15.297 12.604 23.624 -0.1139
N 16.641 18.495 22.875 0.2718
N 13.784 9.658 14.606 -0.7290
N 14.845 16.910 21.083 1.8421
C 14.973 11.667 15.399 -0.3662
C 15.580 10.245 13.233 -1.3574
C 16.145 12.382 22.437 -1.3749
C 18.741 20.943 19.726 -0.2127
C 16.306 17.115 19.170 -0.6465
C 20.647 12.820 16.158 -1.4532
C 15.160 22.232 21.078 -0.9092
C 21.619 14.820 17.438 -0.4834
C 12.442 14.975 16.860 -0.2029
C 16.009 20.141 13.643 -0.4559
C 18.736 15.799 25.846 -0.5472
C 12.683 17.368 23.617 0.3144
C 14.250 13.096 27.748 -0.8188
C 15.082 10.236 14.662 0.1425
C 15.778 21.105 12.392 -0.6448
C 14.807 17.197 19.667 2.1909
C 10.853 16.053 18.347 -0.2807
C 15.785 13.689 24.426 -0.2591
C 12.969 23.320 11.121 -0.4749
C 15.042 20.373 22.695 -0.5298
C 14.187 18.560 19.465 -0.9400
C 17.138 17.375 23.729 -0.4449
C 19.780 20.005 20.352 -0.3566
C 17.713 16.902 17.232 -0.8964
C 15.932 19.533 23.632 -0.7747
C 9.677 15.627 19.271 0.3855
C 14.369 22.823 11.494 -0.6569
C 15.762 19.951 16.006 -0.5118
C 16.132 13.790 15.605 -0.6087
C 18.309 17.790 24.521 -0.7336
C 8.837 16.809 19.742 -1.4374
C 14.189 13.540 20.289 -1.0376
C 21.562 14.019 16.124 0.4416
C 11.926 25.239 10.078 -0.6922
C 14.954 13.972 25.690 -0.6179
C 22.802 16.591 18.556 -0.4875
C 16.239 13.668 21.479 -0.4664
C 11.722 17.353 22.436 -0.7749
H 14.764 19.352 19.943 -0.2968
H 15.618 19.141 13.454 0.3429
H 16.613 20.244 24.099 0.3523
H 17.842 15.239 25.574 -0.0082
H 20.626 15.197 17.686 0.1723
H 17.137 12.068 22.763 0.4220
H 15.482 14.780 26.196 0.3429
H 11.423 25.664 10.946 0.2783
H 9.015 15.077 18.602 0.3700
H 15.819 14.597 23.825 -0.0241
H 13.391 10.194 13.845 0.3124
H 21.828 14.082 18.212 0.3564
H 14.459 22.799 21.692 0.3609
H 12.199 26.119 9.495 0.2381
H 17.532 21.305 21.222 0.4454
H 16.958 17.697 19.822 -0.0063
H 19.617 13.094 16.389 0.2525
H 14.346 19.715 22.176 -0.1065
H 15.913 20.539 11.470 0.2902
H 14.063 18.901 18.437 0.3795
H 18.508 17.515 17.657 0.2197
H 20.181 19.385 19.550 0.0832
H 15.367 20.589 16.796 0.1511
H 23.021 15.842 19.318 0.3326
H 16.011 9.335 12.815 0.4035
H 14.968 23.627 11.922 0.3409
H 15.087 15.943 21.244 0.3556
H 13.386 15.317 17.285 0.0025
H 19.421 14.988 26.095 0.3042
H 15.348 14.373 15.121 0.4149
H 14.700 13.984 28.194 0.3257
H 12.754 14.032 16.412 0.0256
H 17.071 14.269 15.331 0.3014
H 16.813 13.502 24.736 0.3492
H 7.877 16.413 20.073 0.3637
H 20.630 20.630 20.626 0.4575
H 14.834 13.422 19.419 0.4694
H 21.895 17.185 18.665 0.0478
H 18.919 18.489 23.949 0.2685
H 10.461 16.675 17.542 0.6361
H 12.382 22.647 10.497 0.3581
H 17.743 17.049 16.152 0.4487
H 14.204 16.491 19.097 -1.1837
H 12.476 18.239 24.239 0.4684
H 15.007 11.443 16.465 0.2475
H 10.739 16.958 22.690 0.4367
H 13.189 18.539 19.903 0.1232
H 10.844 15.461 20.876 0.4024
H 11.689 18.338 21.970 0.3046
H 15.323 18.981 24.348 0.6187
H 16.342 17.021 24.385 0.4736
H 13.174 13.268 27.768 0.3005
H 23.630 17.290 18.441 0.2532
H 13.134 16.761 21.401 -0.2021
H 9.241 17.450 20.526 0.2264
H 13.975 14.337 25.381 0.4203
H 15.886 22.929 20.662 0.2857
H 23.201 13.010 16.366 0.3057
H 13.740 17.434 23.361 -0.4843
H 16.889 14.413 21.938 0.2520
H 14.418 12.310 28.484 0.2985
H 13.809 12.614 20.720 0.2598
H 23.356 14.503 15.803 0.3531
H 8.597 17.411 18.866 0.3893
H 21.192 14.768 15.423 0.2993
H 11.285 24.566 9.509 0.2855
H 15.060 11.707 24.022 0.3002
H 17.460 18.992 22.557 -0.1839
H 16.578 16.067 19.296 0.1758
H 19.892 18.707 21.772 0.1971
H 19.153 21.470 18.865 0.4888
H 15.650 11.593 21.871 0.5395
H 14.569 21.876 20.234 0.2738
H 16.153 13.903 16.689 0.0734
H 20.681 12.202 15.262 0.3858
H 13.840 8.706 14.272 0.2863
H 15.517 17.471 21.587 -0.8478
H 20.977 12.176 16.973 0.3674
H 13.348 14.129 19.921 -0.1036
H 17.960 20.269 19.374 -0.1351
H 12.249 15.457 24.153 0.3065
H 11.542 16.612 18.981 -0.1919
H 12.462 23.435 12.079 0.2871
H 14.098 12.207 15.037 0.1823
H 18.460 16.361 26.739 0.3793
H 15.284 18.975 16.088 0.2572
H 12.233 15.737 16.108 0.3956
H 17.402 16.513 23.116 0.0015
H 17.089 20.064 13.766 0.3769
H 16.469 21.946 12.452 0.3282
H 16.749 13.329 20.577 0.4928
H 16.838 19.864 16.158 0.3280
H 15.686 9.565 15.273 0.3557
H 16.417 10.941 13.178 0.2909
H 10.845 14.327 19.847 0.4082
H 17.856 15.830 17.366 0.2084
H 14.324 20.954 23.274 0.5231
H 17.920 18.264 25.423 0.3619
H 14.874 22.638 10.546 0.3137
H 13.960 21.740 13.109 0.2703
H 14.864 10.636 12.509 0.3540


# 2
172
Properties=species:S:1:pos:R:3:mulliken_charge:R:1 method="wB97M-V/def2-TZVPD" charge=0 energy_ev=-91006.1871 gap_ev=8.12 de_lowest_kcal_mol=100.4
O -5.197 5.016 -3.190 -0.2838
O 1.696 2.108 -3.554 -0.6500
O 3.969 -2.304 -1.473 -0.7957
O 1.900 -7.622 0.663 -0.3304
O 0.942 -1.689 3.008 -0.0668
O -0.636 5.519 5.310 -0.4856
O 0.772 -0.922 -5.550 -0.6759
O -1.846 -4.963 -0.259 -0.3532
O -3.922 -0.993 -0.116 -0.3461
O 0.062 -2.700 -2.558 -0.9509
O 4.553 3.151 0.830 -0.4217
O 0.968 1.010 -0.161 0.1468
N -3.018 2.426 -4.771 -0.5170
N 8.174 2.246 0.139 -0.7082
N -1.345 -4.402 -2.860 0.0291
N 3.751 -0.547 4.896 -0.7141
N 0.362 -1.052 0.035 1.8302
N 4.164 -0.395 -0.351 0.2484
N -1.019 0.218 -4.888 0.0193
N -0.112 -3.681 -4.474 -0.3485
N -0.901 5.025 4.008 0.1892
N -4.903 -5.005 -0.164 -0.6051
N 0.134 0.934 -6.621 -0.3293
N 0.985 3.192 -1.755 0.4069
N 3.054 -4.918 -1.585 -0.7843
N -4.968 -0.112 -3.665 -0.4839
N 1.450 4.323 -3.485 -0.3711
N 0.146 -0.059 -1.880 1.2025
N 5.716 -1.856 -0.090 -0.2953
C 0.180 5.473 3.161 1.6305
C 0.213 7.029 3.050 -1.9489
C -3.055 -0.267 0.826 -1.0463
C -2.769 3.592 4.856 -2.0907
C 0.013 0.013 -5.723 0.5928
C 2.007 -1.873 6.072 -1.5397
C -1.464 3.664 4.065 2.2111
C 4.606 -1.624 -0.699 0.5920
C 1.577 4.922 3.660 -1.4720
C -0.588 2.599 4.768 -1.7390
C 1.604 -0.747 3.876 0.1276
C 2.486 -7.517 1.905 -0.6649
C 1.467 3.155 -2.960 0.2880
C -2.747 -6.029 0.176 -1.1569
C -4.335 -2.255 -2.793 -0.6937
C 6.868 2.947 -0.190 0.2133
C -4.039 -0.197 -1.322 -0.2906
C -1.887 -3.801 0.574 0.3631
C -4.410 4.476 -4.292 -0.7413
C 6.450 2.539 -1.599 -1.1729
C -1.669 3.229 2.582 -1.8554
C -3.530 3.287 -3.697 0.9333
C 0.021 4.971 1.728 -1.7150
C 0.474 0.079 -0.631 -1.0084
C 3.497 2.466 1.525 0.4475
C -4.894 -0.903 -2.411 -0.0210
C 1.283 -4.652 -0.051 -0.3344
C -4.086 -5.666 0.727 0.8633
C 0.214 -2.772 3.533 -0.2132
C -0.501 -3.497 -3.250 0.3830
C -4.875 -6.991 1.115 -1.5462
C 2.446 -7.007 -0.475 -1.1605
C 2.607 -1.431 4.723 0.7454
C -0.513 3.525 1.629 1.6031
C -6.101 6.028 -3.531 -0.8014
C 5.828 2.489 0.866 0.2606
C -2.245 3.665 -2.897 -1.5845
C 2.608 -5.431 -0.324 0.5142
H -0.374 -4.403 -5.131 0.1479
H 0.146 4.991 5.491 0.3667
H -4.912 -2.597 -3.652 0.5280
H -1.016 -0.461 -4.141 -0.2039
H -4.204 -5.059 1.624 0.2951
H 5.910 -1.123 0.577 0.0574
H -4.084 0.345 -3.839 -0.1119
H -5.803 -6.785 1.649 0.4037
H -0.575 5.661 1.132 0.4994
H -2.926 -6.651 -0.701 0.3964
H 4.808 0.208 0.140 -0.4251
H -5.702 0.564 -3.820 0.3259
H 3.253 -0.082 -0.655 -0.2443
H 8.036 1.284 -0.134 0.2546
H 1.150 7.362 2.604 0.3567
H 0.882 -3.387 4.136 0.3817
H -1.011 -3.187 0.363 -0.6266
H 0.413 -1.042 1.044 -0.5654
H -1.928 2.179 2.441 0.2351
H 0.098 -1.874 -0.488 -0.9149
H 0.644 -4.614 -0.933 -0.1233
H -2.625 3.716 5.929 0.3477
H -4.208 -7.457 1.841 0.3756
H -3.373 4.391 4.427 0.5176
H 2.686 -2.584 6.543 0.4411
H -3.527 0.670 1.123 0.5722
H -0.646 7.301 2.436 0.4321
H -5.854 -0.935 -1.895 0.4735
H -0.204 -3.349 2.709 -0.4763
H -2.255 -6.561 0.991 0.3362
H -3.945 2.534 -3.027 -0.1030
H 2.982 -2.242 4.098 0.2554
H 4.259 -0.470 4.027 0.1778
H -0.195 2.947 5.723 0.3974
H 2.312 -4.730 -2.244 0.3244
H 3.456 -5.346 0.355 0.5341
H 3.240 1.515 1.060 -0.3668
H 1.668 5.221 4.704 0.5400
H 6.138 2.649 1.899 0.3902
H 1.869 -7.275 -1.360 0.2805
H -5.164 -7.697 0.336 0.3509
H -1.766 -4.975 -3.578 0.2311
H 7.143 2.886 -2.365 0.3687
H -3.332 2.671 4.700 0.3505
H -2.737 -3.155 0.355 0.0987
H -5.810 -4.777 0.218 0.2748
H 6.911 4.036 -0.185 0.3054
H 0.239 2.777 1.879 -0.7404
H -1.682 -4.369 -1.909 0.0797
H 0.631 -5.101 0.699 0.3493
H -2.080 0.009 0.424 0.4216
H 0.250 -0.958 -2.330 0.1382
H 0.820 4.088 -1.320 0.1823
H -3.795 5.348 -4.516 0.3901
H 2.717 3.222 1.434 -0.2552
H 1.066 2.321 -1.249 -0.2751
H 8.467 2.159 1.102 0.2917
H 3.700 2.373 2.592 0.5475
H 1.087 -2.456 6.113 0.3718
H 4.402 -0.972 5.541 0.2911
H 0.865 -0.138 4.397 0.1455
H 2.645 -6.497 2.254 0.2267
H 1.000 4.986 1.249 0.3139
H -4.417 -4.179 -0.484 -0.0190
H 1.872 -1.033 6.753 0.3687
H 3.426 -7.465 -0.607 0.4030
H 2.013 -0.009 3.186 -0.6928
H -2.257 2.993 -5.116 0.2178
H 0.762 0.803 -7.401 0.2389
H -0.597 -2.433 4.177 0.3029
H 1.503 4.445 -4.487 0.2849
H -5.010 4.145 -5.140 0.3730
H -5.594 6.892 -3.962 0.3085
H -2.967 -0.889 1.717 0.4807
H 3.494 -7.932 1.871 0.3299
H -6.967 5.888 -4.178 0.3188
H 0.307 0.780 -2.418 -0.7581
H -4.706 -2.821 -1.938 -0.0192
H 3.413 -4.034 -1.253 0.2776
H -1.821 2.808 -2.374 0.0595
H 6.436 1.461 -1.758 0.2109
H -1.776 -4.009 1.638 0.4989
H -2.380 4.458 -2.162 0.4890
H 0.499 -2.934 -4.774 0.3146
H -1.836 0.807 -4.975 0.2980
H -2.548 3.696 2.138 0.5102
H 0.889 5.028 -3.028 0.1602
H -1.133 1.684 5.000 0.5108
H -0.849 3.257 0.627 0.2098
H 1.913 -8.121 2.609 0.2401
H -0.352 1.819 -6.661 0.1133
H 5.454 2.885 -1.878 0.2564
H -1.441 4.036 -3.532 0.4391
H 1.544 3.855 3.437 0.1011
H -3.621 2.454 -5.581 0.1481
H -3.249 -2.215 -2.882 -0.0766
H -3.085 0.187 -1.684 0.0922
H 2.477 5.235 3.132 0.4301
H -6.543 6.248 -2.559 0.2500
H 0.235 2.326 4.108 -0.0057
H -4.663 0.651 -1.039 0.4000
H 6.301 -2.675 -0.171 0.2317
H 0.302 7.523 4.017 0.3782
H 5.677 1.417 0.741 -0.2773
H 1.464 -3.578 -0.010 0.1327